[1]
Below is C2H2N2O2S as an isolated structure in a non-equilibrium geometry, with properties calculated with ωB97M-V/def2-TZVPD.

Geometry (Å):
C1 0.27741 0.94717 -0.17228
C2 1.24724 -0.30618 -0.11676
H1 -2.16949 0.85863 0.10215
H2 -1.26221 -1.62795 0.58523
N1 -0.94243 0.41441 0.19565
N2 -0.83865 -1.06714 -0.18322
O1 0.46778 2.17429 -0.18275
O2 0.45207 -1.31980 -0.24724
S1 2.76828 -0.07342 0.01923

relative energy (zero: lowest compared OMol25 entry of this formula, charge and spin)	4.606	eV
HOMO-LUMO gap	8.8	eV
E_tot	-735.4180	Ha
2S+1	1

=====

[2]
Below is C46H54AsN2PSSiSr as an isolated structure, with properties calculated with ωB97M-V/def2-TZVPD.

Geometry (Å):
Sr1 -1.84922 0.75850 0.16822
C1 -3.99319 -5.11049 -2.47243
Si1 -2.55910 -4.00451 -2.94955
C2 -1.16833 -5.05636 -3.63498
C3 -3.16038 -2.86271 -4.28543
C4 -1.88997 -3.30654 -1.31638
C5 -1.62151 -4.24080 -0.33171
C6 -1.11983 -3.87842 0.92045
C7 -0.93295 -2.54209 1.16030
N1 -1.17528 -1.59252 0.24101
C8 -1.61091 -1.94695 -0.99678
S1 -1.81851 -0.66432 -2.15644
H1 -4.36953 -5.64285 -3.35233
H2 -4.81579 -4.51917 -2.06058
H3 -3.70976 -5.85788 -1.72639
H4 -1.48104 -5.58698 -4.54062
H5 -0.83914 -5.79972 -2.90291
H6 -0.30730 -4.43132 -3.88935
H7 -3.53430 -3.47770 -5.11220
H8 -2.36569 -2.21565 -4.65782
H9 -3.97161 -2.22268 -3.93240
H10 -1.80831 -5.29285 -0.52998
H11 -0.90347 -4.61326 1.68330
H12 -0.56564 -2.19416 2.12091
C9 -8.65444 2.02955 -0.35297
C10 -7.15659 2.04233 -0.54610
C11 -6.61428 2.45345 -1.76092
C12 -5.23083 2.47440 -1.91326
C13 -4.59312 2.89977 -3.21287
C14 -4.43840 2.08966 -0.85154
C15 -4.92733 1.60750 0.40039
C16 -6.34290 1.62963 0.50355
N2 -3.98072 1.17492 1.28172
C17 -4.13927 0.74529 2.66825
C18 -3.27806 1.67772 3.54003
C19 -5.54063 0.71859 3.29477
C20 -3.56248 -0.67626 2.79073
H13 -9.17104 2.37901 -1.24711
H14 -8.94327 2.67443 0.47960
H15 -9.01144 1.02275 -0.12649
H16 -7.25907 2.75798 -2.57867
H17 -5.34589 3.21890 -3.93371
H18 -4.03053 2.07294 -3.65259
H19 -3.89831 3.72945 -3.06062
H20 -3.36352 2.16935 -0.99042
H21 -6.84212 1.30411 1.40150
H22 -3.65863 2.69938 3.48012
H23 -2.23943 1.68555 3.18613
H24 -3.27110 1.36256 4.58854
H25 -6.00668 1.70470 3.27978
H26 -5.45127 0.40556 4.33825
H27 -6.19164 0.00484 2.78865
H28 -2.48865 -0.68758 2.56205
H29 -4.06533 -1.34904 2.09286
H30 -3.67400 -1.07184 3.80466
C21 3.02648 0.99151 -1.33197
C22 4.26514 1.44961 -0.57612
As1 5.88944 0.92866 -1.56556
C23 5.70433 -0.99614 -1.26336
C24 5.73932 -1.55278 0.01411
C25 5.58280 -2.92044 0.18873
C26 5.38014 -3.74583 -0.91246
C27 5.34311 -3.20046 -2.18763
C28 5.51059 -1.83044 -2.36065
C29 7.19704 1.27057 -0.15414
C30 6.94887 2.08212 0.94785
C31 7.93572 2.29375 1.90569
C32 9.17874 1.69516 1.76935
C33 9.43757 0.88728 0.66722
C34 8.45495 0.68274 -0.28874
P1 1.40982 1.14123 -0.44829
C35 1.70977 0.23999 1.11867
C36 2.24679 -1.04849 1.04035
C37 2.35114 -1.84322 2.17125
C38 1.89883 -1.37729 3.40005
C39 1.33691 -0.11272 3.48713
C40 1.24506 0.69149 2.35560
C41 1.35931 2.90425 0.05558
C42 2.16318 3.51115 1.02391
C43 2.02993 4.86246 1.30447
C44 1.09212 5.63257 0.62448
C45 0.28691 5.04763 -0.34013
C46 0.42098 3.69178 -0.61810
H31 3.10793 -0.06066 -1.61643
H32 2.90535 1.54749 -2.26336
H33 4.30859 1.00440 0.41997
H34 4.27550 2.53500 -0.47266
H35 5.90667 -0.91847 0.87857
H36 5.62396 -3.34471 1.18504
H37 5.25709 -4.81328 -0.77555
H38 5.18951 -3.83992 -3.04793
H39 5.48509 -1.40582 -3.35761
H40 5.98323 2.55727 1.07294
H41 7.72887 2.92583 2.76079
H42 9.94509 1.85761 2.51709
H43 10.40730 0.41865 0.55352
H44 8.66257 0.04884 -1.14399
H45 2.58003 -1.44247 0.08639
H46 2.77332 -2.83703 2.08686
H47 1.97846 -1.99930 4.28296
H48 0.97484 0.25635 4.43890
H49 0.80760 1.67965 2.44617
H50 2.89044 2.92299 1.57213
H51 2.65968 5.31867 2.05858
H52 0.98962 6.68643 0.85063
H53 -0.44663 5.63962 -0.87253
H54 -0.19738 3.23857 -1.38795

relative energy (zero: lowest compared OMol25 entry of this formula, charge and spin)	0.455	eV
HOMO-LUMO gap	6.2	eV
E_tot	-5190.3765	Ha
2S+1	1

=====

[3]
Below is C5H13N2 as an isolated structure in a non-equilibrium geometry, with properties calculated with ωB97M-V/def2-TZVPD.

Geometry (Å):
C1 -2.00075 0.69338 -1.32478
C2 -1.40434 -0.67587 -0.97270
C3 -0.44076 -0.71738 0.18507
N1 3.09292 0.35333 -0.16682
C4 2.03641 -0.46219 -0.17219
C5 0.80284 -0.03624 0.26477
N2 -1.55341 0.54867 1.93489
H1 -1.34617 1.33225 -1.92370
H2 -2.25662 1.27569 -0.43075
H3 -2.25122 -1.29498 -0.67950
H4 -0.98609 -1.18174 -1.84991
H5 -0.37974 -1.72135 0.62417
H6 -1.15731 -0.13175 1.19406
H7 3.86618 0.11625 -0.76168
H8 3.13406 1.14183 0.45431
H9 2.16246 -1.36885 -0.75955
H10 0.74370 1.04297 0.48390
H11 -3.00277 0.61553 -1.78495
H12 -2.53840 0.65110 2.12641
H13 -0.96944 0.85633 2.69902

relative energy (zero: lowest compared OMol25 entry of this formula, charge and spin)	5.143	eV
HOMO-LUMO gap	7.0	eV
E_tot	-307.4326	Ha
2S+1	1
total charge	+1

=====

[4]
Below is a 3-piece molecular cluster, C18H42F3N2O10P overall in a non-equilibrium geometry, with properties calculated with ωB97M-V/def2-TZVPD.

Geometry (Å):
C1 3.94190 -2.45582 -1.90582
C2 3.15324 -1.55754 -2.87511
O1 2.56998 -0.43904 -2.25437
C3 1.45202 -0.80184 -1.46107
C4 1.14147 0.35657 -0.50270
O2 -0.11997 0.96796 -0.68465
C5 -0.11981 1.95520 -1.71447
C6 -0.89501 1.43165 -2.91949
O3 -2.23496 1.93221 -2.96472
C7 -3.09155 0.87315 -3.23249
O4 -4.41124 1.40240 -3.50731
P1 -5.28409 0.29049 -4.25065
O5 -5.06145 0.33554 -5.67160
O6 -4.81925 -1.13150 -3.69515
O7 -6.81347 0.48074 -3.83477
C8 -7.00248 0.31277 -2.39798
C9 -7.87904 -0.88221 -2.06642
O8 -7.20365 -2.11120 -2.07776
C10 -8.43179 -0.68440 -0.62467
F1 -8.66082 -1.85072 -0.07348
F2 -9.54820 -0.00253 -0.62173
F3 -7.52798 -0.09362 0.14106
H1 3.36084 -3.31142 -1.57651
H2 4.29110 -1.90576 -1.03585
H3 4.82375 -2.82158 -2.42824
H4 2.41980 -2.16805 -3.41237
H5 3.85743 -1.18637 -3.61555
H6 0.62666 -1.05785 -2.13345
H7 1.63311 -1.68864 -0.84693
H8 1.14461 -0.03389 0.51305
H9 1.97422 1.05973 -0.56463
H10 -0.55025 2.87109 -1.31411
H11 0.89502 2.18861 -2.03633
H12 -0.36463 1.58920 -3.86069
H13 -0.95105 0.35254 -2.79316
H14 -2.75057 0.35276 -4.12985
H15 -3.15718 0.21175 -2.36576
H16 -5.24386 -1.82368 -4.21950
H17 -6.06019 0.29355 -1.86040
H18 -7.53027 1.20223 -2.05716
H19 -8.71396 -0.92954 -2.76657
H20 -7.46442 -2.64204 -2.83596
C11 0.35003 -3.31648 2.38011
O9 1.58409 -3.12374 1.71078
C12 2.59000 -2.49676 2.48595
C13 3.36641 -3.44285 3.41526
C14 2.59524 -3.83254 4.67236
N1 3.79277 -4.66219 2.72250
H21 0.13072 -2.49972 3.07318
H22 0.33802 -4.27128 2.91033
H23 -0.43445 -3.35083 1.62390
H24 3.29850 -2.08557 1.76027
H25 2.17479 -1.64305 3.03784
H26 4.26391 -2.90738 3.73911
H27 1.81887 -4.56974 4.46916
H28 3.27102 -4.27508 5.40421
H29 2.12885 -2.95975 5.13440
H30 4.39190 -4.40745 1.94167
H31 2.97131 -5.06413 2.27733
C15 2.02155 2.65688 3.15202
O10 2.60500 2.81083 1.87137
C16 2.70618 4.14911 1.42037
C17 3.93033 4.91281 1.94993
C18 3.78200 5.37684 3.39549
N2 5.16109 4.12611 1.82775
H32 1.23633 3.39557 3.33375
H33 2.77939 2.71481 3.93689
H34 1.57859 1.66119 3.19569
H35 2.80048 4.08023 0.33255
H36 1.77500 4.69453 1.62086
H37 4.03995 5.80906 1.33207
H38 3.90671 4.56051 4.10657
H39 4.54227 6.12207 3.62957
H40 2.80450 5.83378 3.56379
H41 5.31509 3.90180 0.84830
H42 4.98949 3.22154 2.25994

relative energy (zero: lowest compared OMol25 entry of this formula, charge and spin)	1.011	eV
HOMO-LUMO gap	9.6	eV
E_tot	-2213.9048	Ha
SMILES	CCOCCOCCOCO[P@@](=O)(O)OC[C@@H](O)C(F)(F)F.COC[C@@H](C)N.COC[C@@H](C)N
2S+1	1

=====

[5]
Below is CH3NO3 as an isolated structure in a non-equilibrium geometry, with properties calculated with ωB97M-V/def2-TZVPD.

Geometry (Å):
C1 -0.38657 0.27732 0.46072
N1 -0.34286 -0.28491 -0.93532
O1 0.46238 0.13165 -1.70903
O2 -1.14751 -1.16272 -1.14947
O3 1.23231 -0.25642 1.14037
H1 -0.52199 1.26105 0.56298
H2 -1.18096 -0.37497 0.89026
H3 1.88519 0.40899 0.73949

relative energy (zero: lowest compared OMol25 entry of this formula, charge and spin)	3.981	eV
HOMO-LUMO gap	10.8	eV
E_tot	-320.1963	Ha
2S+1	1

=====

[6]
Below is one molecule with the formula C3H6N2O2S in a non-equilibrium geometry, with properties calculated with ωB97M-V/def2-TZVPD.

Geometry (Å):
H1 2.69300 0.62627 -0.23870
N1 2.53866 -0.40358 -0.07654
C1 1.32184 -0.75233 0.04079
N2 0.88644 -2.06393 0.01610
O1 0.18485 0.01130 -0.07782
C2 0.05333 1.34601 0.08926
S1 1.26196 2.42492 0.53608
O2 -1.17725 1.75212 -0.04375
C3 -2.17193 0.70070 -0.21080
H2 0.06111 -2.23159 0.60984
H3 1.61474 -2.73518 0.08310
H4 -2.09763 0.01361 0.61467
H5 -3.11976 1.21254 -0.19546
H6 -2.04937 0.09913 -1.14678

relative energy (zero: lowest compared OMol25 entry of this formula, charge and spin)	1.985	eV
HOMO-LUMO gap	9.3	eV
E_tot	-776.0672	Ha
SMILES	[H]/N=C(/N)OC(=S)OC
2S+1	1

=====

[7]
Below is one molecule with the formula C3H5N3 in a non-equilibrium geometry, with properties calculated with ωB97M-V/def2-TZVPD.

Geometry (Å):
H1 -0.23688 -2.44287 0.32119
N1 -0.54153 -1.87664 -0.46956
C1 -0.30029 -0.65626 -0.20493
C2 0.32119 -0.04870 1.04998
N2 0.75618 1.32116 0.73701
C3 0.31583 1.52953 -0.43905
N3 -0.53458 0.40797 -1.03116
H2 -0.41039 -0.00719 1.86415
H3 1.17692 -0.63357 1.39068
H4 0.27103 2.25293 -1.21906
H5 -0.81748 0.15362 -1.99925

relative energy (zero: lowest compared OMol25 entry of this formula, charge and spin)	1.079	eV
HOMO-LUMO gap	10.2	eV
E_tot	-281.5504	Ha
SMILES	[H]/N=C1\CN=CN1
2S+1	1

=====

[8]
Below is one molecule with the formula C3H6N4O in a non-equilibrium geometry, with properties calculated with ωB97M-V/def2-TZVPD.

Geometry (Å):
O1 -2.21331 0.16978 1.22098
C1 -1.35042 1.13631 0.40420
C2 -0.08939 0.51313 -0.18682
N1 0.54306 1.01039 -1.15513
N2 1.77140 0.34882 -1.47365
C3 2.05642 -0.64417 -0.86843
N3 1.07952 -1.37449 -0.05317
N4 0.05086 -0.67209 0.50024
H1 -2.96538 -0.01255 0.45559
H2 -0.83523 1.78516 1.16038
H3 -1.96224 1.89032 -0.27624
H4 2.93540 -1.34740 -1.19804
H5 1.72498 -1.69851 0.54578
H6 -0.74568 -1.10468 0.92431

relative energy (zero: lowest compared OMol25 entry of this formula, charge and spin)	5.490	eV
HOMO-LUMO gap	8.5	eV
E_tot	-412.0072	Ha
SMILES	OCC1=NN=CNN1
2S+1	1